27
Properties=species:S:1:pos:R:3:forces:R:3 method="wB97M-V/def2-TZVPD" homo_energy_ev=-17.20 de_lowest_kcal_mol=0.0 molar_mass_g_mol=281.011 homo_lumo_gap_ev=8.711 total_charge=+2
C 0.508596 -0.734687 -4.232214 0.26 0.20 -0.66
C -0.305927 -0.357576 -3.073444 0.51 0.90 0.90
H 1.360047 -0.045999 -4.353400 -0.32 -0.23 0.28
H -0.108844 -0.695179 -5.143720 0.16 -0.25 0.29
H 0.908602 -1.760551 -4.111331 -0.34 0.28 0.00
O 0.083002 0.386748 -2.137725 -1.16 -1.67 -1.60
Cl -1.976962 -0.989393 -2.994768 1.14 0.54 0.07
Sc -1.357913 0.350593 -0.564940 -1.06 0.35 0.94
P 0.314186 -0.034933 1.356140 0.52 -1.37 1.43
C 1.629038 0.847866 2.228813 0.20 0.85 -0.17
C -0.441985 -0.838927 2.797062 -0.45 -0.09 -0.06
H 0.628876 -1.928580 -0.143561 0.16 -0.18 0.10
H 1.521152 -2.045544 1.397787 0.19 -0.19 -0.26
H 2.140773 -0.993933 0.079176 -0.09 -0.11 0.02
C 1.248096 -1.383101 0.575994 -0.09 -0.01 -0.29
H -1.401931 -1.282386 2.514554 0.27 -0.02 0.33
H 0.262761 -1.616389 3.116210 -0.26 0.17 0.18
H 2.246533 0.112177 2.761873 -0.20 0.11 -0.20
H 1.184990 1.524066 2.967087 0.11 -0.06 -0.11
H -0.576932 -0.092844 3.591609 -0.04 -0.30 -0.16
H 2.257481 1.435193 1.553712 0.07 -0.13 0.17
C 0.210393 2.316873 -0.058036 2.47 3.56 -1.69
O 1.024324 3.118566 -0.201157 -2.69 -2.87 0.88
Cl -2.784375 -1.290494 0.270470 0.69 0.53 -0.31
O -2.726825 1.781921 0.316881 0.47 0.87 -0.14
H -3.121426 1.448384 1.134232 -0.40 -0.01 0.05
H -2.725732 2.768128 0.352697 -0.12 -0.87 0.01


21
Properties=species:S:1:pos:R:3:forces:R:3 method="wB97M-V/def2-TZVPD" homo_energy_ev=-9.93 de_lowest_kcal_mol=99.1 molar_mass_g_mol=140.258 homo_lumo_gap_ev=10.183 total_charge=0
C 1.056396 -1.150165 -2.013467 -0.60 0.20 0.87
C 0.793959 2.587165 -0.504958 -0.15 -1.77 -0.34
C 2.120425 0.439041 1.583281 0.25 -1.16 0.79
C 0.055119 -0.728059 -1.265037 -1.76 1.58 -0.81
C 0.033165 1.583835 -0.015519 -0.83 0.11 -0.50
C 1.439594 -0.361375 0.745401 1.61 1.15 0.77
C 0.277376 0.092493 -0.013260 -1.67 -1.82 0.97
O -0.931044 -0.652759 1.127569 5.51 1.84 -1.85
Si -2.466033 -0.826743 1.133790 -2.05 -0.90 -0.39
H 1.025609 -1.526450 -2.987326 -0.73 -0.66 -1.27
H 2.018486 -1.121296 -1.633120 1.92 0.24 0.75
H 0.619225 3.608707 -0.282831 -0.83 0.73 0.12
H 1.630865 2.485230 -1.216725 -0.15 -0.58 0.86
H 2.994812 0.206643 2.250479 -0.90 -0.39 -1.17
H 1.704301 1.380786 1.844211 -0.19 0.86 -0.22
H -0.981630 -0.709848 -1.696712 1.01 -0.06 0.65
H -0.973168 1.704684 0.421872 0.84 0.84 0.23
H 1.711471 -1.363449 0.511704 0.40 -0.64 0.23
H -3.022497 -1.031758 -0.189473 -0.37 -0.25 -0.76
H -3.130893 0.347493 1.591080 -0.76 0.89 0.70
H -2.647824 -2.039671 1.925246 -0.54 -0.19 0.38


84
Properties=species:S:1:pos:R:3:forces:R:3 method="wB97M-V/def2-TZVPD" homo_energy_ev="-15.75 / -15.77" molar_mass_g_mol=755.220 homo_lumo_gap_ev="5.155 / 3.924" total_charge=+3
Sn -0.928465 -1.970170 -0.101124 -0.38 -0.40 0.11
B -0.511465 -5.868807 -0.629706 -0.20 2.61 0.30
N -0.945278 -4.971856 -1.758608 0.36 -0.43 0.80
C -1.101155 -5.428687 -3.013458 -0.34 0.17 -1.24
C -1.550309 -4.400269 -3.814728 0.20 -0.55 0.12
C -1.657413 -3.314733 -2.956117 0.12 -0.20 0.47
N -1.279041 -3.671254 -1.715860 -0.03 1.09 0.38
N -0.180654 -5.205893 0.683007 -0.27 -0.26 -0.97
C 0.194926 -5.918258 1.759344 0.39 0.01 1.21
C 0.570904 -5.050019 2.763143 -0.10 -0.49 -0.28
C 0.397589 -3.788009 2.212844 -0.14 -0.14 -0.47
N -0.066263 -3.893762 0.955935 0.05 1.21 -0.16
H -1.337042 -6.718396 -0.449235 -0.30 -0.96 0.00
H 0.437777 -6.507306 -0.986981 0.43 -0.88 -0.23
H -0.884935 -6.445600 -3.272629 0.04 -0.29 0.03
H -1.760136 -4.430249 -4.862688 -0.10 -0.06 -0.24
H -2.007345 -2.315223 -3.160289 0.01 0.15 0.01
H 0.179098 -6.990596 1.763228 -0.03 -0.23 -0.12
H 0.920631 -5.297209 3.741789 0.10 -0.09 0.25
H 0.600045 -2.821257 2.641097 -0.06 0.14 0.09
C -1.137952 2.614178 -0.657800 -0.44 -0.61 -0.99
N -0.331587 2.926750 0.450166 0.66 0.68 -0.11
C -0.548809 2.248645 1.662614 0.03 -1.26 1.05
P -0.058437 0.367383 1.784992 0.39 0.49 0.42
C -0.918176 -0.010050 3.338989 -0.13 -0.23 -0.10
C -0.281879 -0.599147 4.434789 -0.02 0.07 -0.17
C -1.023280 -0.958785 5.546895 -0.11 -0.03 0.10
C -2.395375 -0.764636 5.569862 -0.04 -0.05 -0.11
C -3.046682 -0.248413 4.456269 -0.02 0.00 0.20
C -2.310050 0.125831 3.350208 0.16 0.03 -0.17
C 1.681928 0.471204 2.269734 -0.12 -0.12 -0.14
C 2.623864 -0.142866 1.442795 -0.38 -0.03 0.03
C 3.956031 -0.162929 1.810161 0.25 0.00 0.07
C 4.350576 0.421680 3.006277 -0.03 -0.02 -0.18
C 3.422284 1.060151 3.817366 -0.04 0.08 0.06
C 2.090667 1.094140 3.452670 -0.01 0.00 -0.26
C 0.632737 3.926696 0.367423 0.12 0.23 -0.02
C 0.284340 5.191007 -0.137638 -0.07 0.09 -0.16
C 1.214375 6.208711 -0.123876 -0.08 0.04 -0.10
C 2.512137 5.978846 0.319569 -0.15 -0.08 0.00
C 2.864991 4.716492 0.785817 0.06 -0.12 -0.02
C 1.931789 3.706652 0.842638 0.09 -0.11 0.20
P -0.713195 0.885633 -1.446785 -0.12 0.19 -0.44
C 0.712056 1.075816 -2.551585 0.10 -0.03 0.32
C 1.471594 2.226779 -2.732363 -0.28 -0.14 0.01
C 2.499632 2.227204 -3.660678 0.11 0.04 -0.09
C 2.797313 1.084316 -4.384929 -0.06 0.03 0.11
C 2.073053 -0.081702 -4.172403 0.02 -0.01 -0.10
C 1.037745 -0.087496 -3.259650 -0.12 0.10 0.27
C -2.107818 0.791688 -2.599319 -0.11 -0.05 0.17
C -2.039351 1.120719 -3.953155 0.07 0.01 0.32
C -3.172466 0.996918 -4.736945 -0.14 0.00 -0.03
C -4.368015 0.561097 -4.182799 0.09 -0.01 0.08
C -4.440706 0.225069 -2.835478 -0.17 0.00 -0.18
C -3.313218 0.335215 -2.049920 0.35 0.00 0.19
H -1.025741 3.343576 -1.463558 -0.02 -0.02 0.14
H -2.194147 2.507824 -0.383320 0.15 0.04 -0.02
H -1.621026 2.225111 1.886315 0.09 0.19 -0.05
H -0.009133 2.735409 2.478525 -0.18 0.00 -0.15
H 0.785670 -0.771745 4.431026 0.00 0.04 0.03
H -0.531282 -1.389675 6.405526 0.07 -0.02 0.07
H -2.961092 -1.034396 6.446887 -0.08 -0.04 0.10
H -4.120199 -0.136076 4.463432 -0.07 0.05 -0.01
H -2.814760 0.530027 2.478231 -0.13 0.01 0.02
H 2.291042 -0.609910 0.516442 0.15 0.05 0.04
H 4.687408 -0.637112 1.175527 0.09 -0.07 -0.07
H 5.385049 0.386434 3.305462 0.16 0.00 0.02
H 3.732701 1.525988 4.738998 0.08 0.05 0.10
H 1.366811 1.587166 4.086816 -0.02 0.03 0.09
H -0.731879 5.399066 -0.437896 -0.10 -0.03 -0.08
H 0.928493 7.196409 -0.446500 -0.07 0.11 -0.07
H 3.236824 6.777934 0.312392 0.07 0.07 -0.01
H 3.880378 4.523247 1.089083 0.12 -0.04 0.11
H 2.210223 2.725387 1.191358 0.07 -0.13 0.10
H 1.257877 3.128399 -2.177316 -0.03 0.12 0.02
H 3.060146 3.133064 -3.827599 0.11 0.08 -0.01
H 3.596000 1.098244 -5.107765 0.11 0.00 -0.10
H 2.312828 -0.973472 -4.730331 0.02 -0.09 -0.04
H 0.453531 -0.992818 -3.092875 0.08 0.02 -0.12
H -1.113653 1.478530 -4.380577 0.05 0.00 -0.06
H -3.129017 1.255009 -5.781869 0.00 0.04 -0.16
H -5.248706 0.490688 -4.798317 -0.14 -0.04 -0.11
H -5.373944 -0.114392 -2.415175 -0.11 -0.03 0.07
H -3.351984 0.086841 -0.985800 -0.11 0.02 -0.14


Copy entry 1 word for word.
27
Properties=species:S:1:pos:R:3:forces:R:3 method="wB97M-V/def2-TZVPD" homo_energy_ev=-17.20 de_lowest_kcal_mol=0.0 molar_mass_g_mol=281.011 homo_lumo_gap_ev=8.711 total_charge=+2
C 0.508596 -0.734687 -4.232214 0.26 0.20 -0.66
C -0.305927 -0.357576 -3.073444 0.51 0.90 0.90
H 1.360047 -0.045999 -4.353400 -0.32 -0.23 0.28
H -0.108844 -0.695179 -5.143720 0.16 -0.25 0.29
H 0.908602 -1.760551 -4.111331 -0.34 0.28 0.00
O 0.083002 0.386748 -2.137725 -1.16 -1.67 -1.60
Cl -1.976962 -0.989393 -2.994768 1.14 0.54 0.07
Sc -1.357913 0.350593 -0.564940 -1.06 0.35 0.94
P 0.314186 -0.034933 1.356140 0.52 -1.37 1.43
C 1.629038 0.847866 2.228813 0.20 0.85 -0.17
C -0.441985 -0.838927 2.797062 -0.45 -0.09 -0.06
H 0.628876 -1.928580 -0.143561 0.16 -0.18 0.10
H 1.521152 -2.045544 1.397787 0.19 -0.19 -0.26
H 2.140773 -0.993933 0.079176 -0.09 -0.11 0.02
C 1.248096 -1.383101 0.575994 -0.09 -0.01 -0.29
H -1.401931 -1.282386 2.514554 0.27 -0.02 0.33
H 0.262761 -1.616389 3.116210 -0.26 0.17 0.18
H 2.246533 0.112177 2.761873 -0.20 0.11 -0.20
H 1.184990 1.524066 2.967087 0.11 -0.06 -0.11
H -0.576932 -0.092844 3.591609 -0.04 -0.30 -0.16
H 2.257481 1.435193 1.553712 0.07 -0.13 0.17
C 0.210393 2.316873 -0.058036 2.47 3.56 -1.69
O 1.024324 3.118566 -0.201157 -2.69 -2.87 0.88
Cl -2.784375 -1.290494 0.270470 0.69 0.53 -0.31
O -2.726825 1.781921 0.316881 0.47 0.87 -0.14
H -3.121426 1.448384 1.134232 -0.40 -0.01 0.05
H -2.725732 2.768128 0.352697 -0.12 -0.87 0.01